Record 1
C5H8O2 | the ωB97M-V functional and the def2-TZVPD basis

The value obtained for the HOMO energy is -9.42 eV. As for the multiplicity: 1. As for the LUMO energy: 0.9 eV. The gap between HOMO and LUMO is 10.34 eV.

XYZ file:
```
15
Properties=species:S:1:pos:R:3:forces:R:3:lowdin_charge:R:1
O -0.480059 1.604708 -0.848997 -0.1 -0.1 -0.2 0.02
C 0.127108 0.512026 -0.210232 0.0 -0.3 0.1 -0.53
C -0.100265 0.571647 1.291038 0.0 0.0 0.0 -0.06
C -1.114499 -0.502503 1.663859 -0.3 0.0 -0.1 -0.26
O -2.168058 -0.639967 1.088561 0.5 0.1 0.5 0.06
C 1.344436 -0.071242 -0.873081 0.2 0.1 0.0 -0.05
C 0.032221 -0.825088 -0.867158 -0.2 -0.2 -0.1 -0.09
H -0.726429 1.330363 -1.741934 0.0 0.1 0.2 0.10
H 0.823956 0.467580 1.871115 -0.2 -0.1 -0.1 0.12
H -0.536923 1.552462 1.512857 0.1 -0.2 0.1 0.13
H -0.812265 -1.217375 2.461336 -0.1 0.2 0.0 0.12
H 2.140405 -0.495376 -0.263666 -0.1 0.1 -0.1 0.10
H 1.681467 0.419291 -1.784494 -0.1 -0.1 0.2 0.11
H -0.650296 -0.893372 -1.712187 0.4 0.0 -0.1 0.12
H -0.001988 -1.704609 -0.225801 -0.1 0.2 -0.2 0.11
```
Positions in Å, forces in eV/Å.

Record 2
C6H4O | the ωB97M-V functional and the def2-TZVPD basis

The value obtained for the HOMO energy (alpha / beta) is -7.25 / -7.33 eV. As for the multiplicity: 1. As for the LUMO energy (alpha / beta): -0.2 / -0.5 eV. The gap between HOMO and LUMO (alpha / beta) is 7.09 / 6.81 eV.

XYZ file:
```
11
Properties=species:S:1:pos:R:3:forces:R:3:lowdin_charge:R:1
C 0.299615 3.599635 0.516531 0.0 -0.4 0.0 0.12
C 0.194302 2.397295 0.573132 0.0 0.5 0.0 -0.16
C 0.095021 1.032546 0.655552 0.0 -0.3 0.0 -0.04
C 0.049068 -0.181720 0.752911 0.0 0.1 0.1 -0.03
C 0.064107 -1.567460 0.836859 0.0 0.2 -0.1 -0.15
C -0.356488 -1.916807 -1.442388 -0.1 0.4 -0.7 0.01
O -0.055068 -2.304945 -0.263667 0.1 -0.4 0.5 -0.05
H 0.396819 4.659460 0.483010 0.0 -0.1 0.0 0.03
H 0.262706 -2.158022 1.714329 0.0 0.1 0.0 0.11
H -0.322204 -2.677251 -2.208311 -0.1 0.0 0.1 0.08
H -0.627877 -0.882732 -1.617959 0.1 -0.1 0.0 0.08
```
Positions in Å, forces in eV/Å.

Record 3
H3N3O3 | the ωB97M-V functional and the def2-TZVPD basis

The value obtained for the HOMO energy is -9.37 eV. As for the multiplicity: 1. As for the LUMO energy: 0.4 eV. The gap between HOMO and LUMO is 9.82 eV.

XYZ file:
```
9
Properties=species:S:1:pos:R:3:forces:R:3:lowdin_charge:R:1
N 0.185937 0.888831 -0.076914 -0.1 -2.8 1.0 0.07
N -0.635373 -0.203565 -0.441884 -0.3 0.7 -1.9 -0.18
N -2.180292 0.097561 -0.041079 3.9 -1.4 0.2 -0.37
O -2.304636 1.253490 0.168045 -2.4 1.0 0.2 0.09
O -2.860249 -0.877903 -0.097513 -1.0 0.6 0.1 0.11
O -0.205023 -1.283102 0.259282 -0.2 -0.8 0.5 -0.01
H 0.374540 0.661613 0.930587 -0.1 1.5 -0.8 0.11
H -0.396398 1.673627 -0.294474 0.1 0.8 0.6 0.07
H -0.529960 -2.057449 -0.237008 0.2 0.4 0.2 0.12
```
Positions in Å, forces in eV/Å.

Record 4
CH3F3NS | the ωB97M-V functional and the def2-TZVPD basis

The value obtained for the HOMO energy is -17.27 eV. As for the multiplicity: 1. As for the LUMO energy: -7.0 eV. The gap between HOMO and LUMO is 10.27 eV. The net charge is +1.

XYZ file:
```
9
Properties=species:S:1:pos:R:3:forces:R:3:lowdin_charge:R:1
C -0.877504 -0.958292 -0.598178 -3.2 1.0 2.7 -0.10
N 0.450825 -0.449202 -0.464978 1.6 2.6 3.2 -0.13
F 2.050484 0.476465 1.309527 -2.1 0.1 -0.4 -0.04
F 1.398820 1.883348 -0.318245 -1.3 -1.4 1.2 -0.06
F -0.231479 1.493437 1.400936 1.9 -1.8 -1.6 -0.05
S 0.759978 0.669214 0.457228 2.7 1.5 -1.1 1.03
H -1.559230 -0.001295 -0.462413 0.6 -2.6 -0.9 0.14
H -1.137288 -1.724185 0.222782 0.5 1.1 -1.4 0.14
H -0.854605 -1.389490 -1.546659 -0.8 -0.7 -1.6 0.08
```
Positions in Å, forces in eV/Å.

Record 5
C22H33CaO17 | the ωB97M-V functional and the def2-TZVPD basis

The value obtained for the HOMO energy is -12.37 eV. As for the multiplicity: 1. As for the LUMO energy: -5.3 eV. The gap between HOMO and LUMO is 7.12 eV. The net charge is +1.

XYZ file:
```
73
Properties=species:S:1:pos:R:3:forces:R:3:lowdin_charge:R:1
Ca -0.692218 3.409130 -1.605645 0.6 -1.9 0.6 1.72
C 1.239676 0.363209 0.725520 0.2 0.2 -0.6 0.03
C 0.712927 1.418238 -0.232445 -1.0 -0.2 0.8 -0.72
O -0.098677 1.070627 -1.118695 -0.6 0.2 -1.0 -0.14
O 0.928227 2.658360 -0.050876 0.2 0.6 -0.1 -0.18
H 1.023748 0.708037 1.733912 0.6 0.1 0.1 0.07
H 2.292616 0.185190 0.498933 0.2 0.3 0.5 0.10
H 0.766951 -0.609157 0.603591 -0.3 0.2 -0.3 0.06
C -1.328222 -2.228864 -0.758101 -0.4 0.3 0.5 -0.01
C -2.142269 -1.343770 0.185651 0.9 0.1 -1.2 -0.34
C -3.485262 -0.938258 -0.428232 0.9 -0.8 -0.6 -0.10
O -4.428490 -1.330307 0.539446 -0.6 0.8 -0.3 0.10
C -3.831609 -1.934793 1.575402 0.7 -0.7 0.3 -0.54
O -4.380735 -2.338843 2.536102 -0.2 0.0 0.3 0.20
O -2.483832 -2.085244 1.340930 -0.6 0.6 0.2 0.08
H -0.420211 -2.559653 -0.255998 0.0 -0.2 -0.1 0.08
H -1.053197 -1.673660 -1.655034 0.0 0.0 0.0 0.07
H -1.963627 -3.081847 -0.999449 0.3 -0.2 -0.2 0.10
H -1.557045 -0.444662 0.399492 -0.1 -0.2 0.6 0.12
H -3.603973 -1.535623 -1.338549 -0.5 0.1 0.1 0.12
H -3.490779 0.113642 -0.714987 -0.5 0.1 0.5 0.13
C 3.266222 1.640100 -3.152369 0.2 0.1 0.7 -0.01
C 2.842995 0.283027 -3.669375 -0.7 0.7 -0.1 -0.29
C 1.335482 0.002678 -3.578123 0.7 -0.2 0.5 -0.12
O 1.075791 -0.667527 -4.795036 -0.6 0.1 -0.2 0.06
C 2.023475 -0.318654 -5.708617 -0.1 -0.1 0.1 -0.57
O 1.950755 -0.532615 -6.866220 -0.1 -0.1 -0.4 0.19
O 3.035352 0.308104 -5.094414 0.5 -0.2 0.2 0.09
H 2.887233 2.428924 -3.802458 0.0 -0.1 -0.1 0.09
H 4.349727 1.730063 -3.080954 0.0 0.0 -0.2 0.09
H 2.899955 1.852064 -2.141217 -0.1 -0.3 0.0 0.07
H 3.380678 -0.549255 -3.213118 0.3 0.1 -0.2 0.16
H 0.751615 0.921694 -3.448251 -0.1 -0.1 -0.4 0.11
H 1.095366 -0.655955 -2.746246 -0.1 0.0 0.0 0.12
C -3.901296 0.477159 -6.378855 0.8 0.9 -0.1 -0.01
C -4.029216 0.217121 -4.891260 -0.6 -1.6 -1.1 -0.29
C -3.008112 -0.783680 -4.349902 -0.1 -0.5 0.6 -0.02
O -2.121201 0.054213 -3.556956 0.4 -0.2 0.2 0.10
C -2.675891 1.220384 -3.391670 -0.3 0.3 -1.4 -0.57
O -2.190494 2.146738 -2.764519 0.2 0.5 0.5 -0.07
O -3.786303 1.371013 -4.096312 0.0 0.6 0.6 0.14
H -4.583109 1.249028 -6.734028 -0.2 -0.1 0.2 0.10
H -4.062171 -0.419223 -6.974193 -0.1 -0.2 0.2 0.10
H -2.892206 0.840078 -6.603032 0.0 -0.1 0.0 0.10
H -5.035995 -0.170856 -4.726139 0.0 0.4 0.5 0.16
H -2.455317 -1.358012 -5.089142 0.3 0.4 -0.1 0.15
H -3.414473 -1.508533 -3.642851 -0.2 0.1 -0.1 0.13
C 0.610218 -1.262296 3.819309 -0.3 0.2 -0.2 -0.03
C -0.185735 -2.227140 4.701684 1.1 -0.1 -0.8 -0.28
C -0.166672 -3.634473 4.067096 0.5 -0.2 0.3 -0.07
O 0.544889 -4.440646 5.012713 -0.4 -0.4 -0.1 0.07
C 0.845257 -3.726869 6.104189 0.0 0.1 0.2 -0.58
O 1.334969 -4.140853 7.096197 0.3 -0.3 0.2 0.18
O 0.525475 -2.434806 5.915612 -0.5 0.8 0.3 0.09
H 1.643663 -1.586833 3.686958 0.0 -0.2 0.1 0.10
H 0.640014 -0.233228 4.176372 -0.2 -0.1 0.3 0.07
H 0.151301 -1.230303 2.828238 -0.1 -0.1 0.0 0.06
H -1.190434 -1.861618 4.896128 0.0 0.0 0.2 0.15
H 0.470550 -3.662121 3.183269 -0.5 0.1 -0.3 0.13
H -1.151467 -4.066875 3.909760 0.0 0.0 -0.2 0.14
C 1.353462 3.363914 3.868876 -0.1 0.4 0.2 -0.02
C 2.439837 2.333500 4.145528 0.5 1.1 -0.4 -0.30
C 3.737255 2.526513 3.347023 0.2 -1.1 -0.7 -0.11
O 4.696196 3.009145 4.266652 0.0 0.2 -0.1 0.08
C 4.198211 2.906421 5.516603 -0.1 0.7 0.2 -0.57
O 4.767340 3.164228 6.517383 0.6 0.0 0.2 0.19
O 2.904195 2.565077 5.479827 -0.9 -0.8 0.0 0.09
H 1.752192 4.368621 3.705333 0.4 -0.1 0.3 0.09
H 0.763461 3.401328 4.785554 -0.4 0.1 -0.3 0.09
H 0.729100 3.226396 2.984466 0.0 -0.7 0.1 0.07
H 2.081356 1.314615 4.043144 -0.1 -0.1 0.2 0.11
H 3.652484 3.167373 2.470314 -0.1 0.3 0.3 0.13
H 4.110022 1.561101 2.986061 -0.1 0.0 0.0 0.13
```
Positions in Å, forces in eV/Å.

Record 6
C5H10N | the ωB97M-V functional and the def2-TZVPD basis

The value obtained for the HOMO energy is -12.70 eV. As for the multiplicity: 1. As for the LUMO energy: -5.5 eV. The gap between HOMO and LUMO is 7.22 eV. The net charge is +1.

XYZ file:
```
16
Properties=species:S:1:pos:R:3:forces:R:3:lowdin_charge:R:1
C -0.308600 0.570257 2.586871 -1.4 -2.9 -2.2 0.07
C 0.089473 -0.264917 1.555212 -1.0 0.2 2.6 -0.22
C 1.229461 0.044791 0.727985 0.7 -1.2 -0.5 -0.23
C 1.694752 -0.785628 -0.248560 -0.8 0.8 0.4 -0.01
H 0.179864 1.478966 2.814908 0.4 0.8 0.2 0.05
H -1.277231 0.312956 3.082556 1.2 0.3 -0.1 0.08
H -0.391624 -1.282575 1.439587 0.3 1.3 0.0 0.12
H 1.742851 0.943082 1.049578 0.1 0.3 -0.7 0.11
H 2.442110 -0.420838 -0.961077 0.0 -0.6 0.5 0.07
H 1.262282 -1.806111 -0.343704 0.4 0.8 -0.2 0.09
C -1.058738 0.546182 -2.483680 -0.3 0.0 1.1 0.17
N -1.158288 -0.255735 -1.489001 -0.2 1.1 -0.4 0.20
H -1.963120 0.939249 -2.962063 0.4 -0.5 -0.2 0.13
H -0.069075 0.925355 -2.707200 0.0 0.1 -0.2 0.12
H -0.336144 -0.357904 -0.853617 -0.1 -0.5 -0.4 0.07
H -2.077966 -0.587134 -1.207799 0.2 -0.1 0.2 0.16
```
Positions in Å, forces in eV/Å.

Record 7
C4H5F3O | the ωB97M-V functional and the def2-TZVPD basis

The value obtained for the HOMO energy is -9.39 eV. As for the multiplicity: 1. As for the LUMO energy: 0.3 eV. The gap between HOMO and LUMO is 9.67 eV.

XYZ file:
```
13
Properties=species:S:1:pos:R:3:forces:R:3:lowdin_charge:R:1
C 0.293416 1.116373 -1.178883 0.1 0.2 -0.1 -0.08
C -0.592366 -0.003692 -0.800797 2.2 -2.0 3.7 0.01
C -0.689980 1.262781 -0.050140 0.1 -0.2 -0.2 -0.33
C 0.444634 -1.392778 0.645794 -2.1 1.5 -4.3 -0.49
O 0.527974 -0.833254 1.832293 0.1 0.1 0.6 0.12
F -1.775744 2.074942 -0.213601 -0.3 0.2 -0.3 0.00
F 1.628795 -1.673366 0.051969 -0.1 0.1 0.6 0.09
F -0.285429 -2.532125 0.601682 0.3 0.2 0.5 0.08
H 1.343634 1.085171 -0.933042 0.1 -0.1 0.0 0.10
H 0.077292 1.619563 -2.112508 -0.1 0.1 0.0 0.11
H -1.316739 -0.556917 -1.352745 -0.3 -0.1 -0.3 0.10
H -0.335800 1.319453 0.971861 0.0 -0.1 -0.1 0.13
H 0.680313 -1.486151 2.538117 0.0 0.0 -0.2 0.14
```
Positions in Å, forces in eV/Å.

Record 8
C7H10O2 | the ωB97M-V functional and the def2-TZVPD basis

The value obtained for the HOMO energy is -8.90 eV. As for the multiplicity: 1. As for the LUMO energy: 0.9 eV. The gap between HOMO and LUMO is 9.78 eV.

XYZ file:
```
19
Properties=species:S:1:pos:R:3:forces:R:3:lowdin_charge:R:1
C 0.415781 -0.639602 1.410269 0.2 1.8 4.3 -0.13
C -0.867932 -0.899757 1.359755 -1.5 1.5 -2.0 -0.07
C -1.686817 -0.251680 0.291570 -2.9 1.4 -4.3 -0.14
C -1.115088 -0.587457 -1.181702 -1.9 0.2 0.5 -0.22
C 0.339773 -0.550428 -1.312647 2.6 1.7 -3.7 -0.28
C 1.567968 -0.156645 -0.462537 0.2 -0.4 1.3 -0.07
C 1.236680 0.534613 1.036888 1.5 -1.1 -5.9 -0.36
H -0.321221 1.565052 0.159331 4.1 0.4 2.7 0.18
H 0.900574 -0.756582 2.312973 0.9 -2.9 2.2 0.09
H -1.525282 -1.564148 1.880442 0.8 -0.7 0.9 0.10
H -1.916303 0.947091 0.085029 0.9 -2.6 1.5 0.17
H -2.776486 -0.613672 0.249684 1.6 0.2 0.5 0.12
H -1.857543 -1.106324 -1.965824 2.0 0.7 2.0 0.18
H 0.812111 -0.986911 -2.251560 -0.9 -0.3 1.3 0.15
H 2.469926 0.355657 -0.998273 -2.0 -1.1 0.4 0.15
H 1.685796 -1.239747 -0.269632 1.9 0.3 0.5 0.10
H 2.326034 0.731453 1.490048 -2.9 -0.6 -0.3 0.19
O -0.465541 0.531187 -1.781392 -1.0 0.5 0.1 -0.07
O 0.573067 1.715545 0.838670 -3.6 1.0 -2.1 -0.08
```
Positions in Å, forces in eV/Å.

- Number 2 is which compound?
  C6H4O

- What is the formula in the third record?
  H3N3O3